(1)
# ClHS2

A structure of composition ClHS2 at a distorted geometry (ωB97M-V with the def2-TZVPD basis set, the OMol25 dataset).

Each line ends with the Löwdin charge.
CARTESIAN COORDINATES (ANGSTROEM)
H: 1.09 0.52 0.53  -0.268
S: -2.02 -0.57 -0.14  0.005
S: -0.50 0.55 -0.20  -0.096
Cl: 1.43 -0.50 -0.18  0.359

Values from the calculation:
ΔE to the lowest compared entry with this formula, charge and spin in kJ/mol: 265.9
Total charge: 0
F_max in Eh/bohr: 0.082

***

(2)
# ClHg2O4

A structure of composition ClHg2O4 at a distorted geometry (ωB97M-V with the def2-TZVPD basis set, the OMol25 dataset).

Each line ends with the Löwdin charge.
CARTESIAN COORDINATES (ANGSTROEM)
Hg: 23.30 18.64 4.60  1.770
Hg: 22.47 16.33 -0.45  1.695
Cl: 21.66 17.10 2.19  0.773
O: 20.18 16.91 2.36  -0.116
O: 22.19 17.41 3.41  -0.401
O: 22.20 15.90 1.58  -0.379
O: 22.15 18.13 1.25  -0.343

Values from the calculation:
ΔE to the lowest compared entry with this formula, charge and spin in kJ/mol: 2.3
Total charge: +3
F_max in Eh/bohr: 0.226

***

| no. | LUMO level (eV) | orbital gap (eV) | E_HOMO (eV) |
| --- | --- | --- | --- |
| 1 | -1.201 | 6.714 | -7.9152 |
| 2 | -18.186 | 6.334 | -24.5196 |